Record 1
Molecular formula: C13H41NO15
Method: DFT, ωB97M-V with the def2-TZVPD basis set

```
! wB97M-V def2-TZVPD RIJCOSX def2/J DEFGRID3
* xyz 0 1
N -0.566 2.693 3.542
C -1.279 3.184 2.358
C -2.419 2.248 1.956
O -3.653 3.010 2.042
C -2.279 1.708 0.539
C -1.569 0.401 0.459
O -1.266 -0.297 1.382
O -1.334 -0.027 -0.819
C -0.099 0.334 -1.425
O 0.727 0.882 -0.414
C 0.513 -0.894 -2.097
C -0.017 -2.224 -1.578
C 0.744 -2.896 -0.457
C 1.983 -2.476 0.008
C 2.636 -3.151 1.032
C 2.058 -4.270 1.620
C 0.817 -4.718 1.162
C 0.171 -4.026 0.140
H -0.365 3.456 4.173
H 0.323 2.285 3.289
H -0.605 3.360 1.519
H -1.728 4.143 2.606
H -2.457 1.455 2.697
H -4.362 2.393 2.249
H -1.785 2.434 -0.106
H -3.272 1.569 0.108
H -0.281 1.114 -2.169
H 1.438 1.343 -0.876
H 1.589 -0.803 -1.960
H 0.354 -0.839 -3.170
H -0.032 -2.923 -2.415
H -1.047 -2.124 -1.249
H 2.461 -1.600 -0.412
H 3.591 -2.789 1.390
H 2.542 -4.790 2.434
H 0.350 -5.581 1.611
H -0.794 -4.367 -0.215
O 3.169 2.513 -2.207
H 2.956 3.360 -1.803
H 3.267 2.725 -3.146
O -2.114 -4.550 2.721
H -1.483 -3.895 2.390
H -2.764 -4.646 2.019
O -3.131 6.330 3.918
H -3.408 5.522 3.467
H -2.504 6.741 3.313
O -1.373 -2.732 2.994
H -2.291 -3.016 3.018
H -1.339 -1.987 2.376
O -4.331 2.900 4.972
H -5.177 3.343 5.090
H -4.006 3.188 4.109
O 3.838 4.139 -4.574
H 3.794 3.793 -5.472
H 4.779 4.178 -4.370
O 2.361 -3.913 -3.048
H 2.227 -3.527 -2.176
H 3.294 -4.151 -3.030
O 4.970 -3.683 -1.534
H 4.346 -3.713 -0.797
H 5.768 -4.110 -1.209
O -0.116 -0.678 -5.365
H -0.447 -0.494 -6.249
H 0.245 -1.569 -5.417
O 4.846 -2.824 -5.169
H 4.925 -2.846 -4.208
H 4.866 -3.747 -5.438
O -5.414 6.967 1.658
H -6.160 6.450 1.973
H -4.685 6.717 2.237
*
```

Properties
HOMO-LUMO gap (eV): 9.242
HOMO energy (eV): -9.07
E_LUMO (eV): 0.17
ΔE to the lowest compared entry with this formula, charge and spin (eV): 1.741

Record 2
Molecular formula: C13H42AsF6O12
Method: DFT, ωB97M-V with the def2-TZVPD basis set

```
! wB97M-V def2-TZVPD RIJCOSX def2/J DEFGRID3
* xyz -1 1
As -5.405 13.197 -8.051
F -4.188 14.326 -7.363
F -6.476 13.478 -6.592
F -6.564 11.992 -8.707
F -4.402 13.030 -9.513
F -4.555 11.820 -7.217
F -6.299 14.483 -8.906
C -0.577 21.072 -7.628
O -1.177 22.303 -7.798
H 0.071 20.943 -8.495
H 0.011 21.032 -6.711
H -1.350 20.304 -7.591
H -1.832 22.406 -7.104
C -6.198 21.192 -12.545
O -6.999 20.078 -12.738
H -5.186 20.945 -12.222
H -6.135 21.727 -13.493
H -6.607 21.876 -11.802
H -6.880 19.452 -12.020
C -9.510 12.776 -14.758
O -9.801 11.405 -14.930
H -8.709 13.131 -15.406
H -10.404 13.322 -15.060
H -9.199 13.010 -13.740
H -10.475 11.175 -14.287
C -9.822 16.209 -0.794
O -11.119 16.569 -0.500
H -9.218 16.766 -0.078
H -9.716 15.130 -0.683
H -9.585 16.450 -1.831
H -11.172 17.452 -0.126
C 1.845 9.870 -7.041
O 0.885 8.969 -6.530
H 1.627 9.970 -8.104
H 1.660 10.808 -6.517
H 2.870 9.551 -6.852
H 0.089 9.479 -6.700
C -12.716 14.506 -7.193
O -12.350 13.188 -7.032
H -12.319 15.231 -6.483
H -12.508 14.770 -8.229
H -13.783 14.421 -6.982
H -11.396 13.117 -6.963
C -3.316 7.169 -11.507
O -2.904 5.991 -12.194
H -3.664 7.057 -10.480
H -2.463 7.836 -11.388
H -4.017 7.802 -12.051
H -2.155 5.691 -11.673
C -3.934 12.253 -1.233
O -5.118 11.421 -1.201
H -3.006 11.891 -1.675
H -4.234 13.105 -1.842
H -3.850 12.516 -0.178
H -5.347 11.189 -2.104
C 1.656 14.993 -11.251
O 2.843 14.565 -10.659
H 1.662 15.790 -11.994
H 1.156 14.160 -11.744
H 0.952 15.268 -10.465
H 3.531 14.459 -11.320
C -9.168 3.541 -9.560
C -9.090 4.992 -8.985
C -10.455 5.574 -8.570
O -10.256 6.068 -7.275
C -9.087 5.717 -6.851
O -8.627 5.964 -5.728
O -8.441 5.037 -7.787
H -9.669 2.927 -8.811
H -8.128 3.260 -9.724
H -9.692 3.522 -10.516
H -8.615 5.728 -9.635
H -11.278 4.862 -8.621
H -10.597 6.383 -9.286
*
```

Properties
HOMO-LUMO gap (eV): 10.414
HOMO energy (eV): -8.34
E_LUMO (eV): 2.07
ΔE to the lowest compared entry with this formula, charge and spin (eV): 3.392

Record 3
Molecular formula: C13H43FeO24P3S2
Method: DFT, ωB97M-V with the def2-TZVPD basis set

```
! wB97M-V def2-TZVPD RIJCOSX def2/J DEFGRID3
* xyz -1 6
Fe -13.718 -29.861 24.262
S -12.281 -31.329 25.988
O -13.680 -30.810 26.004
O -12.215 -32.755 25.791
O -12.005 -30.611 24.697
O -11.488 -30.822 27.093
S -13.664 -28.215 22.130
O -14.780 -28.744 22.959
O -13.964 -28.405 20.730
O -13.275 -26.876 22.499
O -12.701 -29.209 22.681
C -13.075 -28.445 17.787
O -14.113 -29.337 18.166
H -13.010 -28.539 16.702
H -13.503 -27.469 18.008
H -12.110 -28.556 18.285
H -14.212 -29.308 19.132
C -11.234 -24.314 23.353
O -12.268 -24.421 22.398
H -10.505 -23.625 22.938
H -11.555 -24.122 24.384
H -10.788 -25.303 23.525
H -12.622 -25.335 22.345
C -12.558 -25.591 19.422
O -12.717 -24.173 19.507
H -13.547 -26.040 19.391
H -11.902 -25.962 18.637
H -12.078 -25.876 20.360
H -12.665 -23.887 20.429
C -17.387 -28.288 20.423
O -16.618 -29.498 20.472
H -17.287 -27.901 19.409
H -18.374 -28.520 20.818
H -16.902 -27.614 21.140
H -15.687 -29.299 20.657
C -19.183 -31.408 26.298
O -17.996 -31.173 25.546
P -16.978 -29.960 25.733
O -15.796 -30.065 24.855
O -17.847 -28.675 25.520
C -18.305 -28.427 24.189
O -16.640 -29.903 27.269
C -16.265 -31.043 28.029
H -19.478 -32.446 26.152
H -20.000 -30.797 25.916
H -18.941 -31.227 27.345
H -18.058 -27.401 23.924
H -19.382 -28.574 24.104
H -17.828 -29.050 23.427
H -15.298 -30.880 28.502
H -16.195 -31.932 27.403
H -16.989 -31.179 28.836
C -13.511 -34.319 23.061
O -14.893 -33.926 22.926
P -15.234 -32.428 22.557
O -14.350 -31.397 23.115
O -15.381 -32.515 20.955
C -14.314 -32.598 20.034
O -16.769 -32.240 22.968
C -17.732 -33.000 22.228
H -13.238 -34.961 22.220
H -13.472 -34.922 23.965
H -12.788 -33.507 23.099
H -14.162 -31.618 19.566
H -14.469 -33.288 19.206
H -13.377 -32.774 20.574
H -18.758 -32.900 22.577
H -17.414 -34.036 22.129
H -17.769 -32.582 21.219
C -13.219 -24.693 27.259
O -12.982 -25.735 26.274
P -13.838 -27.066 26.260
O -13.456 -28.196 25.405
O -13.906 -27.431 27.798
C -13.248 -28.524 28.415
O -15.325 -26.530 25.956
C -15.548 -25.950 24.657
H -14.052 -24.973 27.903
H -13.521 -23.795 26.730
H -12.294 -24.702 27.825
H -12.230 -28.657 28.045
H -13.703 -29.501 28.246
H -13.231 -28.355 29.491
H -16.479 -25.396 24.770
H -15.590 -26.716 23.886
H -14.794 -25.208 24.385
*
```

Properties
HOMO-LUMO gap (spin up / spin down) (eV): 8.064 / 8.334
HOMO energy (spin up / spin down) (eV): -5.97 / -6.24
E_LUMO (spin up / spin down) (eV): 2.10 / 2.09

Record 4
Molecular formula: C13H43N3O7
Method: DFT, ωB97M-V with the def2-TZVPD basis set

```
! wB97M-V def2-TZVPD RIJCOSX def2/J DEFGRID3
* xyz 0 1
C -0.001 -0.589 0.133
O 1.062 0.211 -0.227
H -0.809 -0.507 -0.593
H 0.265 -1.640 0.244
H -0.434 -0.210 1.059
H 1.116 0.365 -1.173
O -0.550 0.360 3.937
H -0.167 1.118 3.495
H -1.387 0.221 3.494
O 1.011 2.199 2.479
H 1.620 2.876 2.775
H 1.532 1.647 1.896
O -2.901 0.274 2.510
H -3.746 0.260 2.960
H -2.995 0.957 1.846
C 2.778 -1.034 -3.834
C 1.252 -0.685 -3.915
C 0.456 -1.880 -3.345
O -0.940 -1.814 -3.533
C -1.728 -2.962 -3.112
N 1.051 0.446 -3.073
H 3.082 -1.887 -4.442
H 3.109 -1.168 -2.804
H 3.282 -0.149 -4.222
H 0.880 -0.395 -4.898
H 0.728 -1.920 -2.291
H 0.744 -2.802 -3.850
H -1.599 -3.102 -2.039
H -1.424 -3.862 -3.646
H -2.758 -2.667 -3.315
H 0.117 0.811 -3.197
H 1.641 1.203 -3.388
C 3.643 -1.369 2.186
C 4.064 -1.600 0.697
C 3.226 -2.691 -0.019
O 3.232 -3.947 0.517
C 4.375 -4.782 0.356
N 3.812 -0.331 0.026
H 4.154 -2.125 2.781
H 2.586 -1.538 2.395
H 3.828 -0.339 2.490
H 5.135 -1.801 0.664
H 3.723 -2.707 -0.989
H 2.248 -2.249 -0.210
H 4.037 -5.702 0.833
H 5.140 -4.485 1.075
H 4.849 -4.877 -0.621
H 2.847 -0.139 -0.206
H 4.218 0.509 0.413
C -6.049 3.916 2.337
C -4.645 3.507 2.129
C -4.161 3.092 0.734
O -2.812 2.664 0.942
C -2.226 2.115 -0.273
N -3.881 4.608 2.649
H -6.308 4.757 1.693
H -6.278 4.170 3.372
H -6.619 3.091 1.909
H -4.481 2.658 2.793
H -4.141 3.963 0.079
H -4.814 2.284 0.404
H -2.721 1.191 -0.572
H -1.186 1.884 -0.041
H -2.274 2.790 -1.128
H -2.892 4.405 2.628
H -3.916 5.401 2.025
*
```

Properties
HOMO-LUMO gap (eV): 8.758
HOMO energy (eV): -8.24
E_LUMO (eV): 0.51
ΔE to the lowest compared entry with this formula, charge and spin (eV): 0.893